{"formula": "C48H70BGeN6OPbS3", "method": "ωB97M-V/def2-TZVPD", "total_charge": 1, "orbital_gap_ha": 0.2808, "e_homo_ev": -9.4, "relative_energy_kj_mol": 84.1, "spin_multiplicity": 1, "species": ["Pb", "C", "C", "C", "C", "N", "C", "C", "N", "B", "N", "C", "C", "N", "C", "S", "C", "C", "C", "C", "N", "C", "C", "N", "C", "S", "C", "C", "C", "C", "C", "S", "H", "H", "H", "H", "H", "H", "H", "H", "H", "H", "H", "H", "H", "H", "H", "H", "H", "H", "H", "H", "H", "H", "H", "H", "H", "H", "H", "H", "H", "H", "H", "H", "H", "H", "C", "C", "C", "C", "C", "C", "C", "C", "C", "C", "C", "C", "H", "H", "H", "H", "H", "H", "H", "H", "H", "H", "H", "H", "H", "H", "H", "H", "H", "H", "Ge", "C", "C", "C", "C", "C", "C", "C", "C", "C", "C", "C", "C", "H", "H", "H", "H", "H", "H", "H", "H", "H", "H", "H", "C", "C", "C", "O", "H", "H", "H", "H", "H", "H", "H"], "xyz": [[-0.36924, -1.67510, -0.01216], [-5.75186, 2.44055, 0.95889], [-4.89540, 3.67434, 1.23373], [-5.40254, 4.34441, 2.50798], [-4.97421, 4.68179, 0.08730], [-3.47001, 3.26585, 1.42831], [-2.73532, 3.50518, 2.58279], [-1.48766, 3.05385, 2.37641], [-1.43600, 2.52233, 1.09819], [-0.23649, 1.82810, 0.45745], [0.39181, 2.73155, -0.66570], [0.01919, 4.01830, -0.95090], [0.91517, 4.51604, -1.82729], [1.86713, 3.54061, -2.06354], [1.49488, 2.43758, -1.37129], [2.22903, 0.85265, -1.20265], [3.08768, 3.87355, -2.88514], [2.66143, 3.97289, -4.34662], [4.20993, 2.85889, -2.70790], [3.61265, 5.22541, -2.38843], [0.87023, 1.65486, 1.53658], [1.89202, 2.54827, 1.77848], [2.61893, 2.07060, 2.80326], [2.04665, 0.87481, 3.20691], [0.96614, 0.63867, 2.41826], [-0.20443, -0.62309, 2.52559], [2.65966, 0.12541, 4.35991], [4.11509, -0.16539, 3.98833], [2.57441, 1.03487, 5.58590], [1.96849, -1.19331, 4.67726], [-2.66051, 2.65525, 0.51426], [-3.00966, 2.13270, -1.05535], [-6.78685, 2.75194, 0.81332], [-5.71538, 1.75618, 1.80822], [-5.41698, 1.92258, 0.06296], [-6.44031, 4.63040, 2.34290], [-4.84463, 5.25124, 2.74512], [-5.37829, 3.66873, 3.36419], [-6.00835, 5.00840, -0.02796], [-4.63838, 4.24603, -0.85015], [-4.36360, 5.55891, 0.31198], [-3.15471, 3.97186, 3.45191], [-0.64157, 3.05147, 3.03946], [-0.54313, 0.78142, -0.03539], [-0.86381, 4.46130, -0.52772], [0.94837, 5.47638, -2.30444], [2.27369, 3.02249, -4.71094], [3.52301, 4.24918, -4.95461], [1.89345, 4.73500, -4.48330], [3.98082, 1.89497, -3.14878], [4.46641, 2.71518, -1.65905], [5.08535, 3.25724, -3.22083], [2.92483, 6.04641, -2.58041], [4.53801, 5.45031, -2.91681], [3.82967, 5.18992, -1.31997], [2.01540, 3.45238, 1.20821], [3.48939, 2.47910, 3.28009], [4.69461, 0.74279, 3.82511], [4.16378, -0.77554, 3.08548], [4.58630, -0.71570, 4.80227], [3.11529, 1.97075, 5.44607], [3.01149, 0.52264, 6.44275], [1.53387, 1.26497, 5.81863], [1.97731, -1.87715, 3.83229], [0.94139, -1.05326, 5.00420], [2.52930, -1.64906, 5.49467], [-3.34548, -4.15022, -2.03701], [-3.03906, -3.58588, -0.67025], [-3.66519, -2.42625, -0.20164], [-4.56741, -1.60979, -1.09501], [-3.45779, -2.00920, 1.12096], [-4.11709, -0.75809, 1.64589], [-2.67219, -2.78309, 1.98240], [-2.64608, -2.50086, 3.46341], [-1.96479, -3.88742, 1.48533], [-1.14940, -4.71671, 2.44843], [-2.10970, -4.25673, 0.13951], [-1.28967, -5.38792, -0.43772], [-2.65775, -3.77811, -2.80063], [-4.35573, -3.90341, -2.35273], [-3.27369, -5.23620, -2.02991], [-5.60270, -1.64081, -0.74684], [-4.54904, -1.95431, -2.12403], [-4.25519, -0.56374, -1.10212], [-3.38787, -0.12217, 2.15480], [-4.90465, -0.99751, 2.36547], [-4.55851, -0.16683, 0.85154], [-3.35727, -3.16090, 3.97026], [-2.92384, -1.47758, 3.69631], [-1.66759, -2.68513, 3.90281], [-1.77861, -5.04840, 3.27648], [-0.32974, -4.14482, 2.88946], [-0.72961, -5.60384, 1.98564], [-1.76241, -6.36069, -0.27765], [-0.29767, -5.42630, 0.00987], [-1.15107, -5.26547, -1.51016], [1.96014, -0.15666, -3.24406], [3.24388, -1.59536, -3.28274], [4.56097, -1.33388, -3.65841], [5.49533, -2.35747, -3.70961], [5.11332, -3.65630, -3.40246], [3.80298, -3.92758, -3.03472], [2.87377, -2.90027, -2.96463], [0.13458, -0.71799, -3.53927], [-0.09817, -1.80857, -4.38058], [-1.39172, -2.14069, -4.75602], [-2.46248, -1.38750, -4.29299], [-2.24217, -0.30947, -3.44854], [-0.94771, 0.02803, -3.07604], [2.35055, 0.93674, -4.24614], [4.86667, -0.32625, -3.91892], [6.51624, -2.14480, -3.99841], [5.83881, -4.45793, -3.45108], [3.50691, -4.93951, -2.78958], [1.86634, -3.11731, -2.63426], [0.73048, -2.39535, -4.76003], [-1.56233, -2.98230, -5.41528], [-3.47118, -1.64187, -4.59401], [-3.07091, 0.27928, -3.07986], [-0.80828, 0.88277, -2.42138], [2.60065, -3.52966, 1.66252], [2.67833, -2.23396, 0.86807], [4.05406, -2.06596, 0.23798], [1.67782, -2.21939, -0.12803], [3.37051, -3.57616, 2.43689], [2.73518, -4.38032, 0.99086], [1.62362, -3.62289, 2.14199], [2.51729, -1.39443, 1.56271], [4.25208, -2.88081, -0.46001], [4.83334, -2.07433, 1.00445], [4.12494, -1.12536, -0.30954]], "atomic_forces_ev_per_a": [[-0.0850, 0.0941, -0.0163], [-0.0086, 0.0004, -0.0150], [0.0123, 0.0230, -0.0370], [0.0039, -0.0007, 0.0007], [-0.0045, 0.0176, 0.0074], [0.0018, 0.0105, 0.0376], [0.0016, 0.0366, -0.0331], [-0.0213, -0.0596, 0.0234], [0.0342, 0.0820, -0.0270], [-0.0183, -0.0117, -0.0208], [0.0021, 0.0557, 0.0577], [-0.0267, -0.0301, -0.0352], [0.0133, 0.0226, 0.0227], [-0.0089, 0.0012, -0.0311], [0.0215, -0.0103, -0.0069], [0.0348, -0.0312, -0.0038], [-0.0013, -0.0023, 0.0078], [0.0006, 0.0025, -0.0077], [-0.0024, -0.0019, -0.0093], [0.0052, 0.0014, -0.0092], [0.0073, 0.0061, 0.0204], [0.0067, -0.0039, 0.0048], [-0.0129, -0.0007, 0.0117], [0.0045, 0.0026, -0.0200], [-0.0086, -0.0021, 0.0023], [0.0253, -0.0169, 0.0356], [0.0039, 0.0047, -0.0030], [0.0055, -0.0008, -0.0008], [-0.0005, 0.0038, -0.0011], [-0.0031, -0.0003, -0.0022], [-0.0348, -0.1282, 0.0432], [0.0222, 0.0277, -0.0075], [-0.0029, 0.0066, 0.0120], [0.0042, -0.0004, -0.0021], [-0.0044, 0.0002, 0.0096], [-0.0019, -0.0026, 0.0028], [-0.0006, -0.0012, 0.0010], [0.0044, 0.0002, -0.0002], [0.0039, 0.0023, -0.0078], [0.0008, -0.0126, 0.0022], [-0.0007, -0.0028, 0.0040], [-0.0004, 0.0050, 0.0003], [-0.0012, 0.0002, 0.0002], [-0.0099, 0.0016, -0.0093], [-0.0013, -0.0031, -0.0003], [0.0049, -0.0037, 0.0064], [0.0025, 0.0170, 0.0059], [-0.0016, 0.0006, -0.0031], [-0.0007, 0.0006, -0.0028], [0.0067, 0.0016, 0.0081], [0.0016, -0.0007, 0.0022], [-0.0017, 0.0022, -0.0020], [0.0019, -0.0038, -0.0013], [0.0014, 0.0003, 0.0025], [-0.0014, -0.0014, -0.0011], [0.0004, -0.0028, 0.0041], [-0.0041, -0.0003, -0.0031], [-0.0003, -0.0024, 0.0009], [0.0069, 0.0005, 0.0008], [-0.0011, -0.0009, 0.0013], [-0.0012, -0.0012, 0.0007], [0.0002, 0.0007, -0.0002], [0.0017, -0.0007, 0.0005], [0.0022, -0.0028, -0.0081], [-0.0111, 0.0023, -0.0016], [-0.0066, -0.0001, -0.0032], [-0.0021, 0.0026, -0.0128], [0.0434, -0.0814, -0.0685], [-0.0502, 0.0449, -0.0678], [0.0015, 0.0065, -0.0305], [-0.0065, 0.0639, 0.1097], [0.0066, -0.0012, -0.0037], [-0.0217, 0.0252, 0.0712], [-0.0011, 0.0089, 0.0010], [0.0824, -0.0489, 0.0435], [-0.0121, -0.0158, 0.0128], [0.0219, -0.0520, -0.0422], [-0.0024, -0.0155, -0.0041], [0.0023, 0.0094, -0.0114], [0.0034, -0.0002, 0.0014], [-0.0001, 0.0015, -0.0002], [-0.0007, 0.0012, -0.0008], [-0.0004, 0.0009, 0.0088], [0.0002, -0.0040, 0.0048], [0.0006, 0.0041, -0.0024], [0.0036, -0.0035, 0.0035], [0.0041, -0.0066, 0.0131], [0.0000, 0.0016, -0.0010], [-0.0005, 0.0039, 0.0001], [-0.0014, -0.0018, -0.0040], [-0.0051, -0.0050, -0.0036], [-0.0194, -0.0007, 0.0017], [0.0076, 0.0041, 0.0041], [0.0000, 0.0010, 0.0020], [-0.0005, -0.0003, -0.0011], [0.0011, -0.0016, 0.0023], [0.0045, -0.0059, -0.0076], [-0.0009, 0.0012, -0.0067], [0.0039, 0.0109, -0.0012], [-0.0002, -0.0144, -0.0004], [-0.0007, 0.0066, 0.0009], [0.0015, 0.0001, -0.0060], [-0.0040, -0.0153, -0.0006], [0.0023, 0.0023, -0.0180], [0.0101, -0.0120, 0.0017], [-0.0106, -0.0009, 0.0097], [0.0021, -0.0157, 0.0009], [0.0111, 0.0024, -0.0061], [-0.0119, 0.0039, 0.0110], [0.0016, -0.0148, 0.0062], [-0.0025, 0.0038, -0.0012], [0.0001, -0.0010, 0.0000], [-0.0003, 0.0001, -0.0004], [-0.0020, 0.0009, 0.0005], [0.0109, 0.0058, -0.0020], [0.0030, 0.0020, 0.0041], [-0.0004, 0.0005, -0.0019], [0.0001, -0.0004, 0.0003], [0.0000, -0.0050, -0.0063], [-0.0016, -0.0024, 0.0086], [-0.0125, 0.0056, 0.0098], [-0.0131, -0.0050, 0.0127], [-0.0108, -0.0029, -0.0114], [-0.0032, 0.0035, -0.0093], [-0.0009, 0.0016, -0.0015], [0.0039, -0.0011, -0.0049], [0.0182, 0.0027, -0.0050], [0.0017, -0.0056, -0.0007], [0.0017, 0.0035, 0.0043], [-0.0059, 0.0019, 0.0021], [-0.0097, 0.0116, -0.0150]], "mulliken_charge": [0.624, -1.327, 1.081, -2.168, -1.598, 0.474, -1.057, -0.759, 0.443, 1.542, 0.434, -0.823, -1.220, 1.099, -1.091, 0.544, 0.997, -1.351, -1.652, -1.734, 0.494, -1.107, -1.053, 0.811, -0.499, 0.178, 1.210, -1.378, -1.726, -1.977, 0.424, -0.400, 0.585, 0.286, 0.213, 0.441, 0.483, 0.448, 0.489, 0.262, 0.379, 0.562, 0.576, -1.123, 0.658, 0.592, 0.181, 0.430, 0.384, 0.175, 0.345, 0.628, 0.444, 0.466, 0.351, 0.728, 0.679, 0.403, 0.152, 0.481, 0.392, 0.462, 0.328, 0.201, 0.434, 0.641, -2.566, 1.661, 1.369, -1.943, 1.421, -1.598, 0.873, -1.951, 1.106, -1.987, 0.769, -2.581, 0.364, 0.559, 0.513, 0.474, 0.260, -0.211, 0.168, 0.512, -0.097, 0.434, 0.430, 0.399, 0.405, 0.109, 0.430, 0.359, 0.497, 0.441, 1.182, 0.702, -0.378, -0.730, -0.489, -0.793, 0.113, 0.903, -0.968, -0.896, -0.770, -0.493, 0.144, -0.422, 0.258, 0.441, 0.397, 0.407, 0.190, 0.444, 0.451, 0.416, 0.495, -0.158, -1.238, 2.679, -1.494, -0.471, 0.351, 0.335, -0.056, -1.799, 0.361, 0.549, 0.130]}